C16H9Cl3CoF5GeN3S | ωB97M-V/def2-TZVPD

## Properties
gap between HOMO and LUMO (spin up / spin down)	3.1 / 3.4	eV
multiplicity	2
net charge	+2
highest occupied orbital energy (spin up / spin down)	-0.507 / -0.513	Ha

Element x y z (Å)
Co (-0.24987, -0.36981, -0.47528)
F (5.68288, -1.30470, 2.29459)
C (4.39046, -1.12957, 2.20059)
C (3.83146, -0.83180, 0.94395)
F (4.61361, -0.72926, -0.11273)
C (2.47251, -0.64882, 0.87277)
F (1.87944, -0.36014, -0.32676)
C (1.61701, -0.74883, 1.97266)
S (-0.05359, -0.54488, 1.78361)
C (2.21600, -1.04219, 3.22234)
F (1.44906, -1.14184, 4.28625)
C (3.58594, -1.23194, 3.33899)
F (4.13979, -1.50344, 4.49831)
N (-2.39926, 1.88525, -0.33621)
C (-2.92264, 0.61188, -0.39465)
C (-4.32090, 0.48364, -0.38340)
C (-4.88394, -0.76588, -0.36858)
C (-4.04829, -1.88682, -0.36235)
C (-2.69495, -1.69339, -0.39074)
N (-2.11992, -0.46316, -0.41591)
C (-1.17285, 2.34850, -0.75865)
C (-0.98796, 3.73363, -0.90079)
C (0.21675, 4.19657, -1.36111)
C (1.22540, 3.28198, -1.69054)
C (0.97922, 1.94872, -1.50128)
N (-0.19649, 1.47665, -1.01440)
H (-3.08883, 2.60682, -0.16809)
H (-4.93406, 1.37256, -0.38498)
H (-5.95828, -0.87535, -0.36062)
H (-4.44546, -2.88933, -0.32913)
H (-2.01199, -2.52772, -0.36176)
H (-1.79582, 4.40918, -0.66123)
H (0.37632, 5.25843, -1.48360)
H (2.17419, 3.60385, -2.08905)
H (1.71992, 1.19974, -1.75300)
Cl (0.60152, -5.77046, -1.91667)
Ge (1.63135, -3.97827, -2.30331)
Cl (3.29371, -3.72681, -1.00478)
Cl (0.18855, -2.25304, -1.80448)